1.
Computed, not measured: a structure of composition C62H70Cl18N10O3V in a non-equilibrium geometry, with ωB97M-V/def2-TZVPD.

Geometry as XYZ:
```
164
Properties=species:S:1:pos:R:3:mulliken_spin:R:1
O -0.7442 -9.8199 -23.2783 -0.331
V 0.0964 -11.1432 -22.7323 1.306
C 3.4992 -10.9902 -25.6376 0.005
C 2.0315 -11.5561 -25.8072 -0.006
C 2.0564 -13.0073 -26.3363 0.002
O 1.2270 -11.3193 -24.6409 0.010
H 3.4215 -9.9074 -25.5392 0.000
H 4.1298 -11.0705 -26.5230 0.000
H 4.0719 -11.4533 -24.8340 -0.001
H 1.6918 -10.9553 -26.6509 0.000
H 2.5855 -13.1806 -27.2734 0.000
H 1.0260 -13.2627 -26.5835 -0.001
H 2.3896 -13.6894 -25.5542 0.000
C -3.1041 -10.8598 -19.7895 -0.001
C -1.7588 -10.2122 -20.1435 0.000
C -1.0739 -9.2908 -19.1451 -0.001
O -0.8562 -11.1357 -20.7511 0.014
H -2.9478 -11.6726 -19.0802 0.000
H -3.6616 -11.2307 -20.6495 0.000
H -3.6016 -10.0508 -19.2546 0.000
H -2.0260 -9.5408 -20.9596 0.001
H -0.6789 -9.9177 -18.3457 0.001
H -1.7442 -8.6239 -18.6028 0.000
H -0.2425 -8.7338 -19.5771 0.000
N 1.7867 -9.8489 -21.9766 -0.036
C 2.5107 -8.9478 -22.6675 0.011
C 3.5834 -8.1527 -22.1146 -0.003
C 3.9568 -8.2628 -20.8120 0.003
C 3.2494 -9.1608 -20.0453 -0.003
C 2.2053 -9.9265 -20.6325 0.007
H 2.3222 -8.8248 -23.7238 0.000
H 4.0891 -7.4544 -22.7650 0.000
H 4.7986 -7.7051 -20.4289 0.000
H 3.5063 -9.2075 -18.9973 0.000
H 1.6551 -10.5936 -19.9855 0.003
N -5.5342 -15.2290 -12.7771 0.000
C -4.7554 -14.7515 -13.7917 0.000
C -4.7122 -15.3131 -15.0541 0.000
C -5.5387 -16.4136 -15.3188 0.000
C -6.3451 -16.9232 -14.3275 0.000
C -6.3279 -16.2738 -13.0877 0.000
H -4.1483 -13.8821 -13.5872 0.000
H -4.1111 -14.8545 -15.8254 0.000
H -5.5741 -16.9444 -16.2587 0.000
H -7.0809 -17.6880 -14.5277 0.000
H -7.0297 -16.5085 -12.3010 0.000
N -0.1186 -15.8383 -16.9957 0.000
C -0.6329 -14.9165 -17.8527 0.000
C -0.9301 -13.6454 -17.4133 0.000
C -0.6167 -13.2383 -16.1116 0.000
C 0.0403 -14.1849 -15.2840 0.000
C 0.2293 -15.4933 -15.7232 0.000
H -0.9778 -15.1813 -18.8412 0.000
H -1.3136 -12.9240 -18.1196 0.000
H -0.8093 -12.2474 -15.7275 0.000
H 0.2736 -13.8931 -14.2707 0.000
H 0.6321 -16.2360 -15.0505 0.000
N -2.3991 -16.0963 -21.1301 0.000
C -3.1647 -14.9657 -21.1956 0.001
C -4.0355 -14.6537 -20.1294 0.000
C -4.3185 -15.5715 -19.1351 0.000
C -3.5540 -16.7244 -19.1429 0.000
C -2.6175 -16.9165 -20.0978 0.000
H -2.8333 -14.2826 -21.9636 -0.001
H -4.5255 -13.6969 -20.0258 0.000
H -4.9698 -15.4265 -18.2859 0.000
H -3.6531 -17.4224 -18.3247 0.000
H -2.0451 -17.8311 -20.0510 0.000
N 1.2874 -13.0505 -22.1266 0.003
C 0.4957 -13.9645 -21.5202 0.008
C 0.9697 -15.1786 -20.9627 -0.002
C 2.3298 -15.4676 -21.1757 0.001
C 3.1682 -14.5534 -21.8435 -0.001
C 2.6334 -13.3497 -22.2971 0.006
H -0.5443 -13.6908 -21.4206 -0.001
H 0.3799 -15.9267 -20.4539 0.000
H 2.6709 -16.4643 -20.9381 0.000
H 4.2195 -14.7317 -22.0143 0.000
H 3.1996 -12.6876 -22.9354 0.000
N 4.5214 -13.1349 -17.2701 0.000
C 4.3296 -11.9829 -16.6031 0.000
C 3.1713 -11.2128 -16.7592 0.000
C 2.2042 -11.6319 -17.6724 0.001
C 2.3408 -12.8341 -18.3440 0.000
C 3.5567 -13.5256 -18.1405 0.000
H 5.1311 -11.7245 -15.9269 0.000
H 3.0075 -10.3259 -16.1651 0.000
H 1.3191 -11.0131 -17.6835 0.000
H 1.5465 -13.1647 -18.9968 -0.001
H 3.7061 -14.5080 -18.5635 0.000
N 0.1455 -7.2840 -24.7618 -0.001
C -0.7726 -6.2835 -24.7748 0.000
C -1.3248 -5.7880 -25.9636 0.000
C -1.1528 -6.4757 -27.1600 0.000
C -0.2844 -7.5587 -27.0957 0.000
C 0.4538 -7.8385 -25.9645 0.000
H -0.8639 -5.7431 -23.8442 0.000
H -1.8932 -4.8699 -25.9447 0.000
H -1.6625 -6.1763 -28.0638 0.000
H -0.1187 -8.0294 -28.0535 0.000
H 0.9984 -8.7706 -25.9954 0.000
N 1.1362 -4.4519 -14.2688 0.000
C 0.5276 -4.5689 -15.4771 0.000
C -0.7138 -5.2419 -15.6408 0.000
C -1.1513 -5.9629 -14.5816 0.000
C -0.4982 -5.9239 -13.3519 0.000
C 0.6443 -5.1729 -13.2755 0.000
H 1.0131 -4.0361 -16.2814 0.000
H -1.1638 -5.2822 -16.6218 0.000
H -2.0824 -6.5017 -14.6772 0.000
H -0.8716 -6.4385 -12.4789 0.000
H 1.1588 -5.1011 -12.3286 0.000
N -1.5182 -6.2601 -21.2273 0.000
C -0.1570 -6.4849 -21.2416 0.002
C 0.7565 -5.6920 -20.4856 -0.001
C 0.2220 -4.7176 -19.6605 0.000
C -1.1209 -4.3778 -19.6899 0.000
C -1.9238 -5.1507 -20.5166 0.000
H 0.3725 -7.2064 -21.8461 0.000
H 1.8059 -5.9228 -20.5950 0.000
H 0.8744 -4.1529 -19.0110 0.000
H -1.6060 -3.6610 -19.0439 0.000
H -2.9844 -4.9746 -20.6185 0.000
N -1.5609 -12.5215 -23.7512 -0.012
C -2.8849 -12.2095 -23.7076 0.011
C -3.8470 -12.9198 -24.3959 0.000
C -3.4345 -14.0534 -25.1138 0.002
C -2.0929 -14.4141 -25.1497 0.000
C -1.1788 -13.6254 -24.4716 0.007
H -3.2385 -11.2646 -23.3221 -0.001
H -4.8980 -12.6746 -24.3538 0.000
H -4.2352 -14.6285 -25.5549 0.000
H -1.6569 -15.2403 -25.6915 0.000
H -0.1494 -13.8965 -24.6537 -0.004
C -4.7111 -7.0505 -18.2889 0.000
Cl -6.0496 -6.0551 -18.8914 0.000
Cl -5.2398 -8.4293 -17.3375 0.000
Cl -3.6269 -6.0672 -17.3433 0.000
H -4.2012 -7.3974 -19.1876 0.000
C -7.4306 -11.1227 -21.0604 0.000
Cl -6.8623 -11.7336 -22.6127 0.000
Cl -6.4214 -9.7544 -20.4076 0.000
Cl -7.5373 -12.4533 -19.9013 0.000
H -8.4146 -10.7082 -21.2798 0.000
C 3.7138 -6.5685 -17.0260 0.000
Cl 4.5891 -8.0845 -16.8239 0.000
Cl 2.0815 -6.7412 -17.3161 0.000
Cl 4.4007 -5.6692 -18.4143 0.000
H 3.9123 -5.9554 -16.1469 0.000
C -3.1974 -9.5363 -14.1725 0.000
Cl -2.2587 -9.9202 -15.6381 0.000
Cl -2.0661 -9.3652 -12.7922 0.000
Cl -4.4154 -10.8179 -13.8728 0.000
H -3.6999 -8.5807 -14.3225 0.000
C -4.1036 -7.1064 -23.6193 0.000
Cl -4.9760 -6.8976 -22.1067 0.000
Cl -4.7020 -5.8497 -24.7556 0.000
Cl -4.2506 -8.7252 -24.2794 0.000
H -3.0636 -6.8967 -23.3691 0.000
C 1.9559 -9.4671 -13.0677 0.000
Cl 1.0053 -9.4119 -14.5917 0.000
Cl 1.2585 -8.2703 -11.9121 0.000
Cl 3.6890 -8.9692 -13.3698 0.000
H 1.9069 -10.4453 -12.5893 0.000
```

Frontier orbital gap (alpha / beta) ... 7.771 / 7.908 eV
HOMO energy (alpha / beta) ... -7.7 / -7.7 eV
Energy ... -337561.4362 eV
Multiplicity ... 2



2.
Computed, not measured: a cluster of 19 separate species, C62H91N19O4SSi in total in a non-equilibrium geometry, with ωB97M-V/def2-TZVPD.

Geometry as XYZ:
```
178
Properties=species:S:1:pos:R:3:mulliken_charge:R:1
C 5.3870 0.9138 0.6766 -0.743
Si 4.0250 0.9990 -0.6351 -0.218
C 2.3616 0.9898 0.2659 -0.776
C 4.2054 -0.3773 -1.9363 -0.484
C 3.4172 -1.6891 -1.6022 -0.610
C 2.5775 -2.2485 -2.7791 -0.790
C 1.7365 -1.1738 -3.5155 -0.443
C 0.5690 -1.7248 -4.3591 -0.621
C -0.4715 -2.5864 -3.5735 -0.736
C -1.8424 -1.8824 -3.3234 -0.614
C -1.6220 -0.5322 -2.5570 0.073
N -2.4835 -0.4077 -1.3569 0.865
C -3.5370 0.4476 -1.2515 0.982
C -3.9441 1.3530 -2.3983 -0.664
C -5.1850 2.2260 -2.1348 -1.440
C -4.8093 3.6208 -1.5372 -0.614
S -5.2686 4.9202 -2.7681 -0.271
C -4.2450 0.4970 -0.0668 -0.792
C -3.9058 -0.3263 1.0113 0.530
C -4.6500 -0.3312 2.3241 0.546
O -5.7624 0.0795 2.4947 -0.548
O -3.9896 -0.9043 3.3822 -0.466
C -2.8366 -1.1805 0.8674 -1.198
C -2.1322 -1.1866 -0.3244 0.711
C -0.9177 -2.1635 -0.3697 -0.653
O -1.2200 -3.3689 -0.4424 -0.719
O 0.2015 -1.6589 -0.3456 -0.464
C 4.1016 2.6684 -1.5725 0.710
C 3.3800 3.7848 -1.1464 -0.065
C 3.4506 4.9595 -1.9015 -0.831
C 4.2367 4.9844 -3.0389 -0.370
C 4.9870 3.8997 -3.4663 -0.800
C 4.9123 2.7316 -2.7106 -0.166
H 5.4889 1.8593 1.2240 -0.134
H 6.3656 0.6797 0.2277 0.350
H 5.1505 0.1183 1.4068 0.394
H 2.3382 1.8727 0.9311 0.064
H 2.2614 0.1100 0.9189 0.342
H 1.4903 1.0707 -0.4030 0.221
H 5.2849 -0.6228 -1.9513 0.528
H 3.9792 0.0547 -2.9207 0.350
H 4.1757 -2.4627 -1.3821 0.354
H 2.8433 -1.5705 -0.6720 0.154
H 1.9750 -3.0839 -2.3911 0.380
H 3.3107 -2.6375 -3.5100 0.395
H 2.4240 -0.6785 -4.2247 0.559
H 1.4535 -0.3992 -2.7832 0.057
H 0.0261 -0.8892 -4.8339 0.102
H 0.9405 -2.3286 -5.2042 0.560
H -0.0758 -3.0281 -2.6514 0.249
H -0.7131 -3.4411 -4.2329 0.441
H -2.3877 -2.5513 -2.6343 0.317
H -2.4498 -1.7889 -4.2294 0.287
H -0.5727 -0.4566 -2.2410 -0.905
H -1.7650 0.2852 -3.2774 0.413
H -4.0508 0.7922 -3.3333 0.464
H -3.0959 2.0390 -2.5647 0.424
H -5.6272 2.4500 -3.1188 0.604
H -5.9750 1.7397 -1.5524 0.703
H -3.7278 3.7216 -1.3777 0.335
H -5.3165 3.8230 -0.5863 0.407
H -5.5729 6.0321 -2.0551 0.144
H -5.0743 1.1798 0.0920 0.613
H -3.0488 -0.6579 3.3651 0.240
H -2.5044 -1.8348 1.6813 0.371
H 2.7639 3.7755 -0.2483 0.169
H 2.8644 5.8198 -1.5801 0.395
H 4.2667 5.8923 -3.6447 0.348
H 5.6064 3.9288 -4.3628 0.385
H 5.4851 1.8487 -2.9954 0.352
C -7.8207 -1.0457 4.2637 -0.471
C -8.7899 -1.2978 5.3390 0.130
N -9.5477 -1.4952 6.1811 -0.367
H -7.8057 0.0120 4.0161 0.264
H -6.8263 -1.3485 4.5841 0.175
H -8.0974 -1.6136 3.3774 0.277
C -3.3920 -0.3088 -7.4017 -0.853
C -2.1142 -0.0953 -6.7171 0.474
N -1.1034 0.0715 -6.1920 -0.554
H -3.8698 -1.2099 -7.0156 0.350
H -4.0430 0.5387 -7.2330 0.064
H -3.2234 -0.4238 -8.4709 0.373
C -3.4387 -6.0666 0.4953 0.433
C -3.6874 -7.0737 -0.5440 0.167
N -3.8819 -7.8542 -1.3669 -0.494
H -2.5767 -6.3583 1.0919 -0.052
H -3.2361 -5.1004 0.0303 -0.371
H -4.3077 -5.9777 1.1466 0.247
C -0.5683 -4.5890 3.0955 -0.296
C -0.7647 -3.1934 3.4948 0.328
N -0.9184 -2.0879 3.7733 -0.456
H -1.2749 -4.8478 2.3104 -0.223
H 0.4454 -4.7216 2.7194 0.339
H -0.7237 -5.2455 3.9456 0.449
C 7.9331 3.7589 3.2463 -0.636
C 7.4101 3.7793 1.8763 0.506
N 7.0049 3.7955 0.7986 -0.466
H 8.8021 3.1030 3.3016 0.316
H 8.2270 4.7629 3.5474 0.033
H 7.1671 3.3947 3.9266 0.349
C 2.9199 3.7338 3.2405 -0.146
C 4.2366 3.8641 3.8760 0.384
N 5.2698 3.9734 4.3672 -0.534
H 2.4468 2.8053 3.5567 0.189
H 2.2885 4.5729 3.5279 0.380
H 3.0330 3.7265 2.1578 -0.303
C -3.3634 1.5383 5.7702 -0.488
C -2.3817 2.4523 5.1725 0.325
N -1.6115 3.1664 4.7044 -0.381
H -3.0006 1.1820 6.7326 0.304
H -4.3102 2.0549 5.9168 0.304
H -3.5217 0.6862 5.1121 -0.010
C 9.2092 7.7629 1.8903 -1.001
C 9.2295 7.4116 3.3134 0.544
N 9.2440 7.1289 4.4289 -0.552
H 10.1237 7.4183 1.4141 0.313
H 8.3541 7.2932 1.4038 0.342
H 9.1376 8.8412 1.7796 0.366
C -1.8266 4.1921 -5.5256 -1.088
C -2.7446 3.0793 -5.2760 0.434
N -3.4626 2.2037 -5.0802 -0.266
H -2.2169 5.1001 -5.0682 0.306
H -0.8498 3.9670 -5.0999 0.294
H -1.7220 4.3472 -6.5980 0.326
C 7.2397 8.2514 6.7502 -0.523
C 7.0414 9.6723 7.0627 0.318
N 6.8861 10.7855 7.3070 -0.379
H 6.5144 7.9312 6.0047 0.220
H 8.2411 8.0941 6.3582 0.093
H 7.1114 7.6537 7.6511 0.277
C -5.9218 -6.8975 -3.7926 -0.316
C -6.1459 -6.6635 -5.2259 0.199
N -6.3220 -6.4804 -6.3479 -0.402
H -5.0892 -7.5844 -3.6552 0.282
H -5.6928 -5.9587 -3.2955 0.004
H -6.8131 -7.3261 -3.3442 0.246
C 12.3389 9.5484 5.0137 -0.714
C 11.8419 9.5805 3.6347 0.354
N 11.4457 9.6057 2.5556 -0.399
H 13.2026 8.8895 5.0791 0.262
H 12.6291 10.5503 5.3246 0.289
H 11.5577 9.1801 5.6766 0.208
C -0.4412 -8.9346 2.9744 -0.695
C -1.2755 -7.9371 3.6588 0.458
N -1.9280 -7.1551 4.1950 -0.532
H -0.7095 -9.9344 3.3081 0.367
H -0.5916 -8.8665 1.8981 0.377
H 0.6058 -8.7570 3.1986 0.036
C -6.7972 1.9027 -9.7142 -0.819
C -5.5158 2.1110 -9.0300 0.423
N -4.5126 2.2744 -8.4921 -0.406
H -7.2810 1.0077 -9.3270 0.274
H -7.4471 2.7597 -9.5482 0.280
H -6.6295 1.7837 -10.7829 0.277
C 3.7479 -8.8859 2.0945 -0.753
C 2.7834 -9.9756 2.2908 0.400
N 2.0301 -10.8311 2.4445 -0.404
H 3.3740 -7.9728 2.5551 0.262
H 4.7003 -9.1502 2.5499 0.284
H 3.8972 -8.7127 1.0304 0.276
C -7.4929 -7.2646 1.2767 -0.869
C -7.3720 -6.6794 -0.0640 0.375
N -7.2773 -6.2269 -1.1172 -0.375
H -8.5116 -7.6124 1.4367 0.353
H -6.8090 -8.1063 1.3740 0.263
H -7.2492 -6.5174 2.0301 0.272
C -5.7335 -2.7929 -0.9938 0.024
C -5.6043 -2.2035 -2.3315 0.417
N -5.5028 -1.7321 -3.3760 -0.510
H -6.7525 -3.1420 -0.8344 0.479
H -5.0502 -3.6345 -0.8906 -0.172
H -5.4920 -2.0452 -0.2432 -0.206
C 1.6827 -1.2072 6.1260 -0.547
C 2.6506 -0.2810 5.5318 0.313
N 3.4057 0.4494 5.0656 -0.363
H 2.0368 -1.5500 7.0968 0.314
H 0.7254 -0.7054 6.2520 0.203
H 1.5497 -2.0645 5.4696 0.076
```

Frontier orbital gap ... 7.064 eV
HOMO energy ... -8.6 eV
Energy ... -120980.4856 eV